Below is C16H44FN4O4Pd2 as an isolated structure at a distorted geometry, with properties calculated with ωB97M-V/def2-TZVPD.

Its multiplicity is 5. For the total energy, the calculation gives -1510.4242 Ha. The value obtained for the orbital gap (alpha / beta) is 6.4045 / 4.3734 eV. As for the relative energy (zero: lowest compared OMol25 entry of this formula, charge and spin): 0.00 kcal per mole. As for the total charge: +3. The HOMO energy (alpha / beta) comes out at -16.43 / -16.43 eV.

Each line ends with the Mulliken charge.
CARTESIAN COORDINATES (ANGSTROEM)
Pd -9.504 -4.246 -21.589  0.67
Pd -10.330 -1.070 -24.120  0.40
F -9.259 -2.362 -22.694  -0.34
C -6.101 -2.636 -19.082  -1.33
C -6.894 -3.109 -20.302  1.87
C -6.533 -4.544 -20.880  -0.71
O -7.358 -4.867 -22.077  -0.36
C -6.867 -4.294 -23.244  -0.20
N -8.295 -3.265 -19.962  -0.01
H -6.579 -1.765 -18.632  0.24
H -5.070 -2.523 -19.416  0.37
H -6.049 -3.506 -18.428  0.50
H -6.756 -2.408 -21.125  -1.19
H -6.823 -5.329 -20.181  0.33
H -5.461 -4.698 -21.007  0.39
H -6.100 -4.912 -23.712  0.41
H -6.738 -3.212 -23.200  0.26
H -7.695 -4.441 -23.938  -0.07
H -8.337 -3.766 -19.086  0.34
H -8.631 -2.353 -19.687  0.26
C -7.377 0.784 -19.927  -1.32
C -8.579 0.262 -19.004  0.31
C -9.635 1.345 -18.538  -0.85
O -10.617 0.655 -17.764  -0.36
C -11.570 1.551 -17.247  -0.76
N -9.246 -0.743 -19.794  -0.63
H -7.659 1.438 -20.752  0.38
H -6.764 -0.015 -20.345  0.11
H -6.721 1.418 -19.329  0.46
H -8.108 -0.327 -18.217  0.32
H -10.100 1.802 -19.411  0.37
H -9.092 2.092 -17.960  0.50
H -11.987 2.281 -17.941  0.31
H -11.030 2.048 -16.440  0.33
H -12.377 1.004 -16.760  0.26
H -9.505 -0.434 -20.720  0.07
H -10.118 -0.786 -19.285  0.37
C -7.274 0.924 -26.131  -1.48
C -7.130 -0.191 -25.042  0.30
C -5.896 0.127 -24.192  -1.30
O -5.676 -0.982 -23.227  -0.06
C -4.364 -0.948 -22.697  -1.00
N -8.260 -0.108 -24.096  0.42
H -7.503 1.929 -25.775  0.46
H -8.080 0.747 -26.843  0.18
H -6.411 1.003 -26.793  0.46
H -6.973 -1.216 -25.377  0.27
H -6.001 1.122 -23.761  0.34
H -5.118 0.019 -24.947  0.58
H -3.603 -0.710 -23.441  0.43
H -4.060 -1.876 -22.212  0.25
H -4.407 -0.172 -21.933  0.36
H -8.273 0.853 -23.787  0.24
H -7.963 -0.510 -23.218  0.01
C -9.787 -3.405 -27.981  -1.50
C -9.590 -2.300 -26.907  0.48
C -10.582 -1.037 -27.225  -0.99
O -10.464 -0.092 -26.131  0.00
C -11.223 1.036 -26.470  -0.82
N -9.869 -2.823 -25.585  -0.28
H -9.064 -4.176 -27.716  0.45
H -9.648 -3.021 -28.992  0.41
H -10.818 -3.758 -27.950  0.42
H -8.535 -2.037 -26.987  0.10
H -11.605 -1.357 -27.423  0.50
H -10.181 -0.591 -28.135  0.51
H -12.290 0.815 -26.508  0.30
H -10.898 1.303 -27.475  0.30
H -10.995 1.816 -25.744  0.34
H -10.834 -3.113 -25.514  0.42
H -9.412 -3.717 -25.470  0.21

Forces on the atoms, in the same order (eV/Å):
Pd 2.021 1.333 0.467
Pd 2.176 -0.398 -1.320
F -0.715 -0.681 0.548
C 0.125 -1.638 -0.830
C 0.658 -1.864 -1.654
C -0.264 0.414 1.001
O 0.128 0.335 2.573
C -1.117 0.085 -2.342
N -0.439 -1.099 0.060
H 0.458 -0.083 0.038
H -0.007 0.713 0.212
H -0.172 0.303 0.684
H -0.423 0.233 -0.041
H -0.116 0.141 0.225
H -0.063 0.142 -0.852
H 0.645 0.354 0.561
H 0.685 -0.127 0.236
H -0.130 0.152 -0.356
H -0.142 -0.923 0.251
H -1.281 1.799 -0.597
C -0.642 0.691 1.497
C 1.404 1.451 -2.005
C 1.437 -1.521 0.495
O 0.720 -0.265 -1.633
C 0.048 0.303 1.614
N -1.161 -0.819 0.266
H -0.586 -0.070 -0.091
H -0.189 -0.289 0.184
H 0.148 -0.089 0.077
H -0.241 0.705 0.693
H 0.031 0.158 -0.204
H -0.248 0.263 0.191
H 0.176 -0.133 -0.320
H -0.387 0.665 0.092
H 0.064 -0.200 -0.329
H 0.157 0.367 -0.207
H -0.886 -0.681 -0.042
C -0.289 -0.889 -0.631
C 0.274 1.474 0.169
C 0.379 -2.264 -0.452
O -1.136 0.914 -1.546
C 0.252 0.881 0.766
N -0.964 -0.278 0.855
H 0.303 -0.095 0.653
H -0.218 -0.470 0.199
H 0.317 -0.105 0.399
H -0.453 0.114 -0.388
H 0.482 -0.035 0.343
H 0.585 0.715 0.364
H -0.095 0.052 -0.112
H -0.503 -0.234 -0.194
H 0.697 0.115 0.138
H -0.641 0.811 -0.433
H 0.272 -1.048 0.289
C -0.362 0.812 0.756
C -1.654 1.166 -2.214
C 2.734 -2.102 0.715
O -0.211 -1.837 0.007
C -0.429 1.286 -0.297
N -0.865 0.599 0.956
H -0.185 -0.302 -0.537
H 0.404 -0.070 0.090
H 0.048 -0.367 0.110
H -0.137 0.579 0.389
H -0.151 -0.012 0.361
H -0.103 0.250 0.045
H -0.062 0.021 0.160
H -0.136 0.585 0.077
H -0.155 0.075 -0.199
H -0.685 -0.087 -0.479
H 0.816 0.015 0.499